The following is a DFT calculation (the ωB97M-V functional and the def2-TZVPD basis) of a cluster of 2 separate species, C4H11NS in total at a distorted geometry.

Properties
HOMO-LUMO gap = 9.00 eV
SMILES string = C=C(C)N.CS
Energy above the lowest of the compared OMol25 structures with the same formula, charge and spin = 22.1 kcal/mol
E_HOMO = -0.302 Eh
DFT total energy = -16650.837 eV
Max |F| = 0.0339 Eh/bohr

Last columns: bonded neighbours and bond lengths (Å).
CARTESIAN COORDINATES (ANGSTROEM)
1 C -1.20 1.49 0.17  C2 1.324, H5 1.079, H6 1.080
2 C -1.26 0.26 -0.33  C1 1.324, C3 1.496, N4 1.419
3 C -2.23 -0.78 0.11  C2 1.496, H7 1.086, H8 1.093, H9 1.087
4 N -0.33 -0.16 -1.32  C2 1.419, H10 1.009, H11 1.014
5 H -0.49 2.22 -0.18  C1 1.079
6 H -1.85 1.75 0.99  C1 1.080
7 H -2.87 -0.37 0.88  C3 1.086
8 H -2.88 -1.07 -0.72  C3 1.093
9 H -1.69 -1.66 0.48  C3 1.087
10 H -0.71 -0.85 -1.94  N4 1.009
11 H 0.02 0.63 -1.86  N4 1.014
12 C 2.87 -0.22 1.05  S13 1.828, H14 1.086, H15 1.082, H16 1.082
13 S 2.61 -0.28 -0.76  C12 1.828, H17 1.441
14 H 3.59 0.57 1.24  C12 1.086
15 H 1.94 0.05 1.54  C12 1.082
16 H 3.29 -1.15 1.41  C12 1.082
17 H 1.18 -0.45 -0.77  S13 1.441

Taken from the Löwdin analysis, the atomic charges in e are: 0.034 -0.468 -0.050 -0.001 0.059 0.056 0.077 0.083 0.084 0.104 0.094 -0.498 0.548 0.009 0.013 0.009 -0.151